{
  "formula": "C2H5N3S3",
  "method": "ωB97M-V with the def2-TZVPD basis set",
  "species": ["N", "C", "S", "N", "S", "C", "N", "S", "H", "H", "H", "H", "H"],
  "xyz": [[1.781, 1.280, -0.368], [1.069, 0.151, -0.211], [1.823, -1.328, -0.393], [-0.273, 0.328, 0.105], [-0.954, 1.907, 0.227], [-1.223, -0.760, 0.118], [-0.898, -1.744, 0.963], [-2.597, -0.714, -0.780], [2.757, 1.162, -0.580], [1.374, 2.215, -0.256], [-1.502, 1.967, -1.006], [0.080, -1.847, 1.294], [-1.438, -2.616, 0.887]],
  "atomic_forces_ev_per_a": [[-0.3, 0.6, 0.1], [0.2, 0.2, 0.0], [-0.1, 0.0, 0.0], [-0.3, 0.2, 0.0], [0.0, -0.3, -0.1], [0.1, -0.2, 0.1], [0.4, -0.9, 0.3], [0.2, 0.0, 0.1], [-0.1, 0.0, 0.0], [0.3, -0.8, -0.1], [0.1, 0.0, 0.1], [-1.0, 0.3, -0.5], [0.4, 0.8, 0.0]],
  "homo_ev": -8.69,
  "smiles": "NC(=S)N(S)C(N)=S",
  "de_lowest_kcal_mol": 0.0,
  "e_tot_ev": -39131.1605,
  "orbital_gap_ev": 8.89
}